1.
A 7-piece molecular cluster, H13O7 overall. Source: the OMol25 dataset; level of theory: ωB97M-V with the def2-TZVPD basis set.

Properties
E_HOMO, Ha: -0.2335
Charge: -1

```
20
H13O7 | the OMol25 dataset | ωB97M-V with the def2-TZVPD basis set
O -13.85058 -14.13171 20.78772
H -13.03809 -13.86217 21.23062
O -11.65645 -15.58919 19.16228
H -11.63113 -15.08056 18.34885
H -12.37471 -15.17998 19.66755
O -15.02989 -11.20802 20.65107
H -14.81054 -12.13131 20.45328
H -15.97853 -11.15392 20.51246
O -14.39125 -16.75046 21.40485
H -15.17922 -16.63145 21.94141
H -14.12942 -15.83017 21.16533
O -13.53384 -13.70715 18.08000
H -13.05238 -12.87649 18.11806
H -13.82252 -13.85169 19.00677
O -14.08437 -13.69759 23.53753
H -13.18899 -13.91180 23.80930
H -14.13914 -14.00011 22.60167
O -16.50070 -13.85139 21.16893
H -15.58440 -14.05780 20.88139
H -16.37489 -13.29436 21.94249
```

2.
An isolated molecule of C2H2Cl2F2. Source: the OMol25 dataset; level of theory: ωB97M-V with the def2-TZVPD basis set.

Properties
E_HOMO, Ha: -0.4200
SMILES: F[C@@H](Cl)[C@@H](F)Cl
Charge: 0

```
8
C2H2Cl2F2 | the OMol25 dataset | ωB97M-V with the def2-TZVPD basis set
F 1.63181 0.52919 -0.59304
C 0.67152 0.20352 0.32450
Cl 0.13809 1.64658 1.27146
C -0.53721 -0.42200 -0.30555
F -1.46612 -0.62527 0.64696
Cl -1.17235 0.54547 -1.61597
H 1.17318 -0.43906 1.02433
H -0.43894 -1.43841 -0.75269
```

3.
An isolated molecule of C6H10O. Source: the OMol25 dataset; level of theory: ωB97M-V with the def2-TZVPD basis set.

Properties
E_HOMO, Ha: -0.2874
SMILES: C[C@@]12CCO[C@H]1C2
Charge: 0

```
17
C6H10O | the OMol25 dataset | ωB97M-V with the def2-TZVPD basis set
C 0.77190 0.56269 -1.29807
C 0.34218 -0.51018 -0.20605
C 0.74141 -0.38519 1.14562
C -0.19782 1.06255 1.32032
O -1.15742 0.96344 0.26935
C -1.18366 -0.30767 -0.10300
C -0.90943 -1.23974 -1.14139
H 1.34795 -0.02186 -2.12825
H 1.63137 1.28376 -0.91131
H -0.14650 0.90072 -1.58793
H 0.61630 -1.19009 1.95703
H 1.80199 -0.06732 1.54158
H 0.38487 2.04075 1.16949
H -0.86320 1.19278 2.34440
H -1.76310 -0.87776 0.67635
H -1.09666 -2.30709 -0.89830
H -0.32017 -1.09977 -2.14986
```

How do the records compare in Kohn-Sham gap? In the order shown, they have 0.3694; 0.4481; 0.3252 Eh.
How do the records compare in relative energy (zero: lowest compared OMol25 entry of this formula, charge and spin)? In the order shown, they have 31.4; 25.7; 651.9 kJ/mol.